P:
The following is a DFT calculation (ωB97M-V/def2-TZVPD) of C4H13N3 in the gas phase.

```
20
Properties=species:S:1:pos:R:3
N -1.3297 -0.3903 2.4055
C 0.0577 -0.8386 2.3228
C 0.8396 -0.0260 1.3222
N 0.5045 -0.3246 -0.0685
C -0.1539 0.7643 -0.8238
C 0.4585 0.9129 -2.1943
N 0.0931 -0.2507 -3.0369
H -1.8288 -0.7114 3.2235
H -1.8631 -0.7451 1.6186
H 0.5208 -0.7579 3.2994
H 0.1672 -1.8991 2.0827
H 1.8964 -0.2036 1.5053
H 0.7303 1.0397 1.5256
H -0.1329 -1.1081 -0.0957
H -0.0240 1.6963 -0.2777
H -1.2254 0.5592 -0.9559
H 1.5464 0.8648 -2.0853
H 0.1790 1.8630 -2.6510
H -0.9167 -0.3062 -3.1487
H 0.4810 -0.1384 -3.9680
```

The HOMO-LUMO gap is 0.35607 Eh. The HOMO energy is -8.56 eV. As for the spin multiplicity: 1. As for the structure (SMILES): NCCNCCN.


Q:
The following is a DFT calculation (ωB97M-V/def2-TZVPD) of 2 unconnected molecules or ions with the total composition C4H13N3.

```
20
Properties=species:S:1:pos:R:3
C 1.0131 -0.8844 0.0806
C -0.3491 -1.0120 0.8177
C -0.7553 0.4033 1.3822
N 0.1000 0.6273 2.5246
N 2.0355 -0.5884 1.0429
C -0.4275 0.6579 -2.8087
N -1.1317 0.5036 -1.5592
H 1.1709 -1.7184 -0.6221
H 0.9179 -0.0439 -0.6658
H -1.2064 -1.3088 0.2052
H -0.4322 -1.5679 1.7557
H -0.4839 0.9761 0.4534
H -1.7554 0.4394 1.8009
H 1.0348 0.2624 2.3224
H 0.3619 1.5464 2.9034
H 2.7226 -1.3107 0.9112
H 0.2006 -0.1433 -2.4401
H -1.0193 0.2300 -3.6455
H -0.1163 1.7217 -2.9819
H -1.8804 1.2097 -1.4768
```

The HOMO-LUMO gap is 0.14861 Eh. The HOMO energy is -7.27 eV. As for the spin multiplicity: 1.


R:
The following is a DFT calculation (ωB97M-V/def2-TZVPD) of C4H13N3 in the gas phase.

```
20
Properties=species:S:1:pos:R:3
N 2.9484 0.6714 0.6199
C 2.2507 0.1247 -0.5771
C 0.7679 0.0391 0.0851
N -0.2299 0.7503 -0.8205
C -1.3604 -0.1073 -1.0430
C -2.4219 -0.5100 0.0161
N -2.0206 -0.7781 1.3857
H 3.8663 0.3463 0.9042
H 2.8534 1.5884 0.9245
H 2.7572 -0.7980 -1.0836
H 2.1794 0.8603 -1.3798
H 0.3208 -0.8866 0.3251
H 0.5834 0.5247 1.1381
H -0.2470 1.7262 -0.5875
H -2.0523 0.5106 -1.8271
H -0.9455 -1.1351 -1.3600
H -3.1331 0.2628 0.1239
H -2.8796 -1.3984 -0.3085
H -1.6089 -0.1285 1.9857
H -1.6284 -1.6627 1.4789
```

The HOMO-LUMO gap is 0.33221 Eh. The HOMO energy is -7.95 eV. As for the spin multiplicity: 1. As for the structure (SMILES): NCCNCCN.


Stability verdict: P, ahead by 2.270 eV